Entry from OMol25: the ion C8H15N2O4 with charge -1 at a distorted geometry (wB97M-V/def2-TZVPD).

XYZ file:
```
29
C8H15N2O4 wB97M-V/def2-TZVPD
C -1.58 2.48 -1.17
C -1.18 1.27 -0.19
C -0.69 1.82 1.15
N -0.21 0.38 -0.92
N 0.42 -0.54 0.02
C 1.73 -0.49 0.34
O 2.33 -1.34 0.96
O 2.37 0.64 0.00
C 3.99 0.77 -0.33
O 4.12 0.42 -1.47
O 4.60 1.13 0.64
C -0.15 -1.91 0.03
C -1.30 -2.11 -0.93
C -0.51 -2.19 1.52
H -2.52 2.90 -0.84
H -0.72 3.19 -1.02
H -1.79 2.12 -2.21
H -2.04 0.62 0.06
H 0.14 2.53 0.93
H -0.31 1.03 1.74
H -1.54 2.31 1.62
H 0.50 0.99 -1.32
H 0.62 -2.65 -0.07
H -1.87 -1.16 -1.19
H -0.79 -2.27 -1.94
H -1.97 -3.00 -0.81
H 0.44 -1.98 2.03
H -0.68 -3.37 1.60
H -1.42 -1.58 1.79
```

SMILES string ... CC(C)NN(C(=O)OC(=O)[O-])C(C)C
Total charge ... -1
LUMO energy ... 3.2026 eV
HOMO-LUMO gap ... 8.38 eV
HOMO ... -5.2 eV

---

Entry from OMol25: a structure of composition C8H15N3 at a distorted geometry (wB97M-V/def2-TZVPD).

XYZ file:
```
26
C8H15N3 wB97M-V/def2-TZVPD
C 2.16 0.03 0.04
C 1.27 -1.11 0.77
C -0.23 -0.73 0.59
C -0.60 -0.89 -0.77
C -2.08 -0.84 -0.91
C -2.32 0.86 -0.87
C -1.22 1.65 0.24
C -0.94 0.59 1.27
H 1.67 0.15 -0.94
H 2.28 0.91 0.96
H 1.30 -1.19 1.81
H 1.33 -2.26 0.43
H -0.83 -1.48 1.25
H -0.09 -0.06 -1.22
H 0.07 -1.88 -1.28
H -2.42 -1.10 -1.97
H -2.59 -1.21 -0.06
H -3.27 1.33 -0.37
H -2.35 1.09 -2.19
H -0.39 1.97 -0.45
H -1.56 2.45 0.97
H -1.76 0.18 2.02
H -0.19 0.94 1.77
N 5.02 1.16 -0.54
N 4.22 0.30 -0.42
N 3.52 -0.84 -0.13
```

LUMO energy ... 0.6898 eV
HOMO-LUMO gap ... 10.18 eV
HOMO ... -9.5 eV

---

Entry from OMol25: the molecule C8H15N3O at a distorted geometry (wB97M-V/def2-TZVPD).

XYZ file:
```
27
C8H15N3O wB97M-V/def2-TZVPD
C 0.33 -0.04 -2.67
C -1.08 -0.30 0.39
C 1.89 0.18 -0.81
C 0.24 -1.72 -0.85
C 3.29 -0.14 -0.52
C -3.10 0.32 1.80
C -0.63 1.45 2.24
C -1.49 0.21 1.72
N -0.25 -1.29 0.37
N 1.46 0.49 -2.08
N -0.13 -1.17 -2.07
O -0.18 0.55 -3.62
H -1.59 0.17 -0.60
H 1.07 0.36 -0.18
H 0.56 -2.76 -1.03
H 3.74 0.72 -0.26
H 3.79 -0.60 -1.44
H 3.39 -0.94 0.37
H -3.50 0.08 2.80
H -3.32 1.38 1.63
H -3.31 -0.42 0.98
H -1.34 2.29 2.21
H -0.36 1.11 3.25
H 0.25 1.53 1.60
H -1.28 -0.71 2.36
H 2.10 0.95 -2.87
H -0.57 -1.74 -2.72
```

LUMO energy (alpha / beta) ... -0.0904 / 0.2762 eV
HOMO-LUMO gap (alpha / beta) ... 7.14 / 7.71 eV
HOMO (alpha / beta) ... -7.2 / -7.4 eV

---

Entry from OMol25: the molecule C8H15N3O5 at a distorted geometry (wB97M-V/def2-TZVPD).

XYZ file:
```
31
C8H15N3O5 wB97M-V/def2-TZVPD
C 3.80 0.88 -0.36
C 2.41 0.92 0.20
O 1.71 2.00 -0.37
C 1.60 -0.42 -0.26
N 0.13 -0.22 -0.35
C -0.87 -1.15 -0.60
O -0.81 -2.33 -0.42
C -2.09 -0.44 -1.22
N -3.16 -1.44 -1.49
C -2.41 0.77 -0.35
C -2.52 0.31 1.14
N -3.00 1.32 1.81
O -2.40 -0.84 1.58
C 2.06 -1.58 0.71
O 3.05 -2.23 0.45
O 1.44 -1.63 1.83
H 4.35 -0.06 -0.03
H 3.73 0.66 -1.48
H 4.42 1.81 -0.30
H 2.48 1.11 1.33
H 2.06 2.00 -1.23
H 2.10 -0.60 -1.13
H -0.12 0.73 -0.66
H -1.78 -0.07 -2.22
H -2.83 -2.19 -0.96
H -4.14 -1.38 -1.30
H -3.33 1.23 -0.66
H -1.67 1.57 -0.41
H -2.95 2.28 1.52
H -3.22 1.10 2.74
H 1.94 -2.13 2.48
```

SMILES string ... C[C@@H](O)[C@H](NC(=O)[C@@H](N)CC(N)=O)C(=O)O
LUMO energy ... 0.4356 eV
HOMO-LUMO gap ... 9.44 eV
HOMO ... -9.0 eV

---

Entry from OMol25: a structure of composition C8H15NO2S2 at a distorted geometry (wB97M-V/def2-TZVPD).

XYZ file:
```
28
C8H15NO2S2 wB97M-V/def2-TZVPD
C 3.25 -1.36 -0.57
C 2.49 0.01 -0.54
C 1.64 0.17 0.74
C 0.54 1.26 0.65
C -0.91 0.76 0.66
N -1.77 1.81 1.26
C -1.27 -0.49 1.51
O -1.17 -0.69 2.65
O -1.89 -1.47 0.71
C -2.68 -0.73 -0.20
S -3.09 -1.68 -1.72
C -1.60 0.37 -0.66
S -0.59 -0.50 -1.92
H 4.31 -1.15 -0.74
H 2.92 -1.98 -1.42
H 3.10 -1.90 0.37
H 1.91 0.08 -1.45
H 3.24 0.81 -0.58
H 1.28 -0.81 1.06
H 2.34 0.50 1.51
H 0.68 1.88 -0.24
H 0.66 1.92 1.52
H -2.57 2.03 0.68
H -1.26 2.66 1.45
H -3.62 -0.34 0.21
H -3.66 -0.74 -2.51
H -2.13 1.15 -1.21
H -0.13 -1.57 -1.22
```

LUMO energy ... 0.4578 eV
HOMO-LUMO gap ... 8.43 eV
HOMO ... -8.0 eV

---

Entry from OMol25: the molecule C8H15NO6 at a distorted geometry (wB97M-V/def2-TZVPD).

XYZ file:
```
30
C8H15NO6 wB97M-V/def2-TZVPD
C 1.87 1.39 -0.32
C 0.72 1.42 0.37
O 0.51 1.71 1.64
C 1.64 2.16 2.35
O -0.32 1.04 -0.37
C -1.51 0.53 0.25
C -2.60 1.41 -0.36
C -1.56 -0.97 0.05
O -1.71 -1.55 1.40
C -0.40 -1.55 -0.65
O -0.68 -1.90 -1.87
C 0.36 -2.34 -2.80
N 0.70 -1.90 -0.06
O 1.68 -2.62 -0.42
O 0.87 -1.29 1.21
H 1.86 0.86 -1.26
H 2.62 2.05 -0.03
H 2.50 1.53 2.43
H 1.26 2.40 3.41
H 1.97 3.15 2.04
H -1.56 0.60 1.32
H -3.60 1.26 -0.08
H -2.58 1.27 -1.38
H -2.26 2.57 -0.17
H -2.49 -1.27 -0.57
H -0.91 -1.20 1.84
H -0.25 -2.94 -3.51
H 1.22 -2.95 -2.48
H 0.85 -1.49 -3.27
H 1.79 -1.37 1.28
```

SMILES string ... C=C(OC)O[C@@H](C)[C@H](O)/C(OC)=[N+](/[O-])O
LUMO energy ... 0.6985 eV
HOMO-LUMO gap ... 8.95 eV
HOMO ... -8.3 eV

---

Entry from OMol25: the molecule C8H15NOS2 at a distorted geometry (wB97M-V/def2-TZVPD).

XYZ file:
```
27
C8H15NOS2 wB97M-V/def2-TZVPD
C 3.33 -1.37 0.93
S 1.99 -1.62 -0.26
C 0.98 -0.34 0.29
S 1.42 1.30 0.68
C 2.32 1.71 -0.83
C -0.47 -0.81 0.17
N -0.38 -2.14 0.13
O -1.16 -3.03 -0.23
C -1.68 0.10 0.00
C -2.85 -0.81 -0.25
C -1.51 1.01 -1.16
C -1.78 0.97 1.26
H 3.07 -1.69 1.90
H 3.61 -0.31 0.97
H 4.31 -1.87 0.72
H 2.98 0.78 -1.12
H 3.07 2.41 -0.50
H 1.70 2.03 -1.67
H -2.60 -1.48 -0.98
H -3.72 -0.32 -0.64
H -3.11 -1.37 0.63
H -2.32 1.63 -1.37
H -0.53 1.53 -1.10
H -1.42 0.44 -2.04
H -1.09 1.82 1.12
H -2.80 1.18 1.34
H -1.38 0.22 2.03
```

SMILES string ... CSC(SC)=C(N=O)C(C)(C)C
LUMO energy (alpha / beta) ... -0.6430 / -0.6379 eV
HOMO-LUMO gap (alpha / beta) ... 7.49 / 6.63 eV
HOMO (alpha / beta) ... -8.1 / -7.3 eV

---

Entry from OMol25: a cluster of 2 separate species, C8H15NS2 in total at a distorted geometry (wB97M-V/def2-TZVPD).

XYZ file:
```
26
C8H15NS2 wB97M-V/def2-TZVPD
C 1.02 -0.67 -0.14
C -1.30 -1.25 0.00
C 0.30 1.70 -0.62
C 1.24 0.14 -2.33
C 2.72 0.99 -0.53
C -0.88 -0.20 2.15
C -3.05 -1.44 1.53
C 1.32 0.53 -0.84
N -1.71 -0.95 1.23
S 1.76 -2.01 0.42
S -1.72 -1.86 -1.37
H 0.19 2.30 0.32
H -0.69 1.54 -1.02
H 0.65 2.58 -1.32
H 1.38 0.96 -3.00
H 1.79 -0.79 -2.48
H 0.12 -0.21 -2.59
H 3.09 1.91 -1.13
H 2.70 1.45 0.53
H 3.42 0.15 -0.79
H -0.19 0.37 1.69
H -1.66 0.32 2.77
H -0.40 -1.06 2.74
H -3.57 -1.52 0.55
H -3.05 -2.30 2.10
H -3.48 -0.68 2.12
```

LUMO energy (alpha / beta) ... 0.2460 / 0.1412 eV
HOMO-LUMO gap (alpha / beta) ... 6.84 / 6.80 eV
HOMO (alpha / beta) ... -6.6 / -6.7 eV

---

Relative energy (zero: lowest compared OMol25 entry of this formula, charge and spin) values (in kJ/mol) by entry order: 0.00; 894.21; 340.92; 189.47; 47.97; 628.38; 606.28; 246.58.
E values (in hartree) by entry order: -724.3458; -477.7648; -553.1827; -854.3005; -1315.3749; -819.7864; -1240.0046; -1164.7662.